The following is a DFT calculation (ωB97M-V with the def2-TZVPD basis set) of C3H4INOS as an isolated structure in a non-equilibrium geometry.

Atoms and positions in Å:
1 C 0.57 -1.30 1.66
2 C 0.29 0.37 -0.16
3 C -0.16 -0.87 0.61
4 N 0.78 -1.71 2.79
5 O -1.63 -0.90 2.85
6 S -0.73 -1.62 3.68
7 I -1.22 -3.92 3.36
8 H 0.69 1.03 0.56
9 H 1.17 0.12 -0.65
10 H -0.46 0.96 -0.71
11 H -0.47 -1.67 0.04

Calculated values
**HOMO level**: -9.25 eV
**Charge**: 0
**HOMO-LUMO gap**: 8.6 eV
**DFT total energy**: -942.4834 a.u.
**ΔE to the lowest compared entry with this formula, charge and spin**: 265.5 kJ/mol